DFT (ωB97M-V with the def2-TZVPD basis set) results for C15H11BF4N2O7S2W as an isolated structure.

Geometry as XYZ:
```
43
C15H11BF4N2O7S2W (ωB97M-V with the def2-TZVPD basis set)
H -1.36 -0.52 4.33
O 0.62 -0.52 3.00
N 0.18 1.38 -1.55
O -4.04 -1.09 -1.01
C -0.78 2.19 -2.15
C 2.81 0.24 -0.85
C -4.48 -1.16 3.20
C -2.94 -0.99 1.36
S -0.20 -0.55 1.85
C -2.17 -0.70 3.63
C 4.96 1.90 -0.54
H 3.64 3.51 -0.99
W -0.08 -0.61 -0.91
C -0.20 3.37 -2.45
H 4.12 -1.40 -0.40
C 4.03 -0.33 -0.53
H -1.79 1.87 -2.32
O -1.73 -2.00 -0.82
H 6.08 0.11 -0.12
C -3.47 -0.91 4.09
H -5.03 -1.39 1.13
O -0.02 0.58 0.86
O 1.71 -0.56 -0.97
N 1.11 3.28 -2.04
H 1.81 3.99 -2.17
C 2.63 1.61 -1.04
F -0.17 -4.82 -0.63
C -1.90 -0.74 2.28
F -0.70 -4.12 -2.76
C -4.22 -1.20 1.83
C 3.73 2.44 -0.88
H -5.49 -1.33 3.55
S -2.78 -1.00 -0.39
C 1.33 2.08 -1.50
F -0.42 -0.84 -2.69
H 5.81 2.55 -0.41
O -1.95 0.25 -0.70
H -3.67 -0.87 5.16
F 0.59 -2.82 -1.39
B -0.13 -3.98 -1.61
H -0.60 4.25 -2.92
C 5.11 0.52 -0.38
O 0.07 -1.67 0.84
```

Computed properties:
Strongest force on any atom: 0.011 hartree/bohr
HOMO energy: -15.41 eV
Relative energy (zero: lowest compared OMol25 entry of this formula, charge and spin): 0.00 kcal per mole
HOMO-LUMO gap: 6.61 eV
Total charge: +2

Quick look at the Löwdin charges, all values in e: 0.13 -0.14 -0.05 -0.14 -0.05 -0.22 0.01 -0.22 0.68 0.00 -0.01 0.13 2.05 0.01 0.14 0.05 0.13 -0.37 0.13 0.01 0.13 -0.35 -0.18 0.17 0.18 -0.07 0.35 -0.23 0.35 0.00 0.02 0.14 0.68 -0.19 -0.26 0.13 -0.40 0.14 0.13 -0.80 0.15 0.00 -0.37

---

DFT (ωB97M-V with the def2-TZVPD basis set) results for C15H11BrN4O2PdSe2 as an isolated structure in a non-equilibrium geometry.

Geometry as XYZ:
```
36
C15H11BrN4O2PdSe2 (ωB97M-V with the def2-TZVPD basis set)
H 6.70 -2.25 -2.81
H 1.30 0.57 -4.10
H 5.07 -0.68 -3.80
H 3.73 -4.04 -0.26
C -0.60 -1.96 2.20
C 5.67 -2.27 -2.50
Se -0.99 -1.58 3.87
C 0.46 2.41 -0.05
O 2.64 1.81 -0.82
H -2.79 4.27 0.78
C 3.09 -2.44 -1.59
C -1.87 3.77 0.54
N -0.68 1.76 0.17
C 4.78 -1.40 -3.06
C 1.30 -1.25 -2.17
C 1.62 1.48 -0.29
C 3.46 -1.50 -2.58
C 0.49 3.79 -0.01
O 1.40 0.23 0.12
H 1.18 -2.74 -0.70
C -1.81 2.39 0.47
H -0.70 5.54 0.32
N 2.35 -0.80 -2.92
Se -0.41 -0.65 -2.17
C 5.29 -3.23 -1.49
H 2.79 -0.09 -4.82
N 1.76 -2.26 -1.38
C 2.33 0.29 -3.91
C -0.69 4.46 0.28
C 4.01 -3.33 -1.02
H 6.05 -3.88 -1.09
N -0.35 -2.15 1.06
H 2.88 1.13 -3.49
H 1.42 4.32 -0.19
Pd -0.56 -0.23 0.26
Br -3.22 1.21 0.83
```

Computed properties:
Strongest force on any atom: 0.049 hartree/bohr
HOMO energy (alpha / beta): -14.68 / -14.67 eV
Relative energy (zero: lowest compared OMol25 entry of this formula, charge and spin): 0.00 kcal per mole
HOMO-LUMO gap (alpha / beta): 4.35 / 4.33 eV
Total charge: +2

Quick look at the Löwdin charges, all values in e: 0.13 0.07 0.13 0.13 -0.91 0.00 0.84 -0.16 0.17 0.13 -0.12 -0.02 -0.10 0.04 -0.67 -0.54 -0.11 0.06 -0.12 0.15 -0.69 0.14 -0.03 1.07 0.00 0.12 0.16 0.04 0.03 0.04 0.13 -0.08 0.11 0.15 0.84 0.90

---

DFT (ωB97M-V with the def2-TZVPD basis set) results for C15H11I2N6O4V as an isolated structure in a non-equilibrium geometry.

Geometry as XYZ:
```
39
C15H11I2N6O4V (ωB97M-V with the def2-TZVPD basis set)
H -0.55 2.00 -0.93
C -2.77 -1.25 -3.05
N 4.74 -0.78 1.55
C -0.90 0.19 -3.46
C 0.15 1.82 -0.11
C -2.12 -0.33 -3.85
H 0.68 2.76 0.07
N 2.37 -0.36 1.53
C -0.68 1.49 1.12
O 1.03 -2.67 2.14
H -0.40 0.93 -4.09
N 5.41 1.59 1.21
H -1.17 -1.02 3.13
C -1.32 -0.03 2.72
H 1.31 1.18 -2.55
C 5.05 0.49 1.39
H -2.86 0.51 4.09
C 1.05 0.35 -1.88
O 3.30 -2.51 1.60
N 1.98 -2.75 1.16
C -0.91 -1.17 -1.45
C -2.40 2.08 2.69
H 1.82 -0.41 -1.99
C -0.29 -0.21 -2.29
N -0.53 0.29 1.68
H -3.12 2.79 3.08
I -3.03 0.33 -5.61
H 1.99 0.93 -0.13
C 3.45 -1.06 1.56
N 1.05 0.75 -0.47
H -1.69 3.38 1.12
C -1.60 2.41 1.61
O -0.37 -1.55 -0.34
I -3.14 -3.02 -0.62
H -3.73 -1.66 -3.33
C -2.26 0.83 3.25
O 1.86 -3.53 0.20
V 0.78 -1.14 1.09
C -2.17 -1.66 -1.87
```

Computed properties:
2S+1: 4
Strongest force on any atom: 0.037 hartree/bohr
HOMO energy (alpha / beta): -4.40 / -4.86 eV
Expectation value of S²: 3.767
Relative energy (zero: lowest compared OMol25 entry of this formula, charge and spin): 4.00 kcal per mole
HOMO-LUMO gap (alpha / beta): 6.43 / 6.90 eV
Total charge: -1

Quick look at the Löwdin charges, all values in e: 0.13 -0.25 0.07 -0.13 -0.12 -0.75 0.14 -0.06 -0.21 -0.17 0.10 0.05 0.12 -0.08 0.12 -0.46 0.11 -0.13 0.03 -0.49 -0.41 -0.06 0.14 -0.15 0.02 0.11 0.80 0.10 -0.54 -0.10 0.12 -0.02 -0.24 0.88 0.07 -0.05 0.06 0.88 -0.63

---

DFT (ωB97M-V with the def2-TZVPD basis set) results for one molecule with the formula C15H11N3O3S in a non-equilibrium geometry.

Geometry as XYZ:
```
33
C15H11N3O3S (ωB97M-V with the def2-TZVPD basis set)
O 0.89 -0.57 -3.71
H 3.01 -3.75 -1.06
C 0.18 0.11 -1.56
N 1.13 -1.21 0.21
N -0.63 1.20 -1.98
C -0.75 0.48 0.72
H -2.39 1.56 -3.08
H -3.07 2.32 3.26
C -1.23 -0.15 1.89
C 2.64 -3.10 -0.29
C -2.05 0.50 2.82
C -1.40 1.11 -3.22
H -0.97 -1.14 2.19
S -0.71 2.64 -1.07
H -2.42 -0.03 3.71
H -1.55 0.09 -3.54
C 1.62 -1.20 1.53
H -2.44 3.44 1.16
C 3.00 -3.22 1.03
C 2.49 -2.21 1.95
C -2.45 1.80 2.56
C 0.94 -0.74 -2.51
C -2.03 2.46 1.39
C 0.20 -0.21 -0.20
H 3.68 -3.96 1.41
H 2.82 -2.20 2.98
C -1.21 1.81 0.46
H 1.31 -0.43 2.22
O -1.74 3.55 -1.55
O 0.63 3.28 -0.93
C 1.73 -2.06 -0.76
H -0.89 1.66 -4.00
N 1.67 -1.82 -2.04
```

Computed properties:
Strongest force on any atom: 0.070 hartree/bohr
HOMO energy: -8.53 eV
Relative energy (zero: lowest compared OMol25 entry of this formula, charge and spin): 0.00 kcal per mole
SMILES: CN1c2c(n3ccccc3nc2=O)-c2ccccc2S1(=O)=O
HOMO-LUMO gap: 7.97 eV
Total charge: 0

Quick look at the Löwdin charges, all values in e: 0.07 0.11 -0.08 0.06 -0.20 -0.11 0.09 0.10 -0.04 0.01 -0.06 -0.06 0.11 0.77 0.12 0.09 -0.03 0.11 -0.05 -0.05 -0.06 -0.43 -0.03 -0.05 0.10 0.09 -0.18 0.13 -0.28 -0.30 -0.22 0.09 0.18

---

Let's list electronic energy in order: -2501.8896, -8451.8159, -2747.0722, -1366.3344 Ha.